# 1
# C22H28Br42ClNO3S2

A structure of composition C22H28Br42ClNO3S2 at a distorted geometry (the ωB97M-V functional and the def2-TZVPD basis, OMol25).

* strongest force on any atom: 0.04291 Eh/bohr
* DFT total energy: -110500.54823 Eh
* HOMO level: -9.20 eV
* gap between HOMO and LUMO: 8.81 eV
* M: 3810.0 Da

Structure (ORCA input):
```
! RIJCOSX wB97M-V def2-TZVPD def2/J DEFGRID3
* xyz 0 1
O -0.0318 -2.6336 3.0653
C -0.0531 -1.7292 2.2372
N 0.6088 -0.4857 2.3234
C 0.7298 0.0814 0.9666
C 0.4784 -1.1824 0.1205
S 0.3793 -1.0118 -1.6582
C -0.7168 -1.7138 0.8758
C -1.4378 -2.9518 0.4065
C -2.8566 -3.0081 0.9614
C -3.8890 -2.0575 0.3328
C -4.2705 -0.9149 1.2882
S -3.8019 0.7672 0.8896
O -2.9208 1.2637 1.8969
O -5.0036 1.5122 0.6883
Cl -2.7820 0.7704 -0.8587
H 0.2097 0.1692 2.9776
H 1.6428 0.6075 0.7737
H -0.1511 0.6951 0.7856
H 1.3191 -1.8212 0.3808
H 1.6895 -0.8069 -1.8983
H -1.4872 -0.9521 0.9996
H -0.9642 -3.8573 0.7774
H -1.5023 -3.0357 -0.6786
H -2.8541 -2.8852 2.0397
H -3.1880 -4.0168 0.7614
H -3.5847 -1.7391 -0.6556
H -4.7814 -2.6513 0.2000
H -5.3468 -0.8615 1.3491
H -3.9221 -1.1322 2.2852
C -3.0946 4.8866 -2.3019
Br -3.3216 4.5245 -4.1796
Br -4.2451 3.8003 -1.2152
Br -1.2486 4.7253 -1.7723
H -3.3764 5.9171 -2.1494
C 5.2192 -0.4224 -0.5792
Br 4.1705 -0.4053 1.0356
Br 4.1282 -0.2016 -2.1562
Br 6.6375 0.8717 -0.5149
H 5.6768 -1.3986 -0.6505
C -1.0096 6.1916 -7.7353
Br 0.3534 5.4269 -8.8519
Br -2.6348 5.1577 -7.7982
Br -0.3885 6.4483 -5.9328
H -1.2374 7.1680 -8.1373
C 3.2197 -4.5735 4.2608
Br 5.0649 -4.0274 4.2055
Br 2.9789 -6.3260 3.4936
Br 2.4786 -4.4716 6.0279
H 2.6633 -3.8788 3.6518
C 2.3381 4.1570 1.9065
Br 1.8028 2.9105 3.2667
Br 4.1337 3.8230 1.3011
Br 1.0898 4.2005 0.4421
H 2.3291 5.1388 2.3568
C 1.7651 -6.3967 -0.5727
Br 2.8379 -4.8134 -0.7531
Br 0.3054 -6.4198 -1.8236
Br 2.8353 -7.9938 -0.7109
H 1.3484 -6.3957 0.4243
C 5.5824 7.3656 -0.4147
Br 4.7163 8.5053 0.8724
Br 4.3024 6.4377 -1.5065
Br 6.8600 8.3339 -1.4785
H 6.1289 6.6185 0.1405
C 5.9941 -5.6047 0.4710
Br 5.9574 -3.7807 1.0810
Br 6.9398 -5.7774 -1.1954
Br 6.6892 -6.7868 1.8171
H 4.9697 -5.8946 0.2891
C -1.6320 -4.7752 6.5916
Br -1.4444 -3.3277 7.8441
Br -1.2355 -4.2104 4.7924
Br -0.5707 -6.2972 7.0993
H -2.6677 -5.0821 6.6117
C -5.8548 -3.2238 6.5162
Br -5.4163 -1.3757 6.8148
Br -5.1892 -3.8474 4.8209
Br -5.2380 -4.3390 7.9568
H -6.9307 -3.2998 6.4885
C 0.5312 9.5761 -10.6844
Br 1.9112 8.8372 -11.8009
Br -1.0997 8.5645 -10.8147
Br 1.1045 9.7363 -8.8542
H 0.3219 10.5707 -11.0461
C -3.9968 -5.0299 -2.9269
Br -2.3490 -4.0380 -2.7349
Br -3.7460 -6.5761 -4.0424
Br -4.7847 -5.5141 -1.2400
H -4.7001 -4.3835 -3.4292
C -0.3189 0.0547 -5.8449
Br 0.1865 -0.4643 -7.6267
Br -1.8618 -0.9144 -5.2304
Br 1.1463 -0.1108 -4.6119
H -0.5881 1.0978 -5.8764
C 0.4522 5.2956 6.6638
Br -0.3714 6.5106 7.9069
Br -0.8578 4.3418 5.6292
Br 1.7305 6.1985 5.5383
H 0.9973 4.5668 7.2432
*
```


# 2
# C22H28BrF2N3O3S3TeV

A structure of composition C22H28BrF2N3O3S3TeV at a distorted geometry (the ωB97M-V functional and the def2-TZVPD basis, OMol25).

* strongest force on any atom: 0.08403 Eh/bohr
* DFT total energy: -6424.83663 Eh
* HOMO level (alpha / beta): -12.82 / -12.83 eV
* gap between HOMO and LUMO (alpha / beta): 5.76 / 6.31 eV
* M: 775.1 Da

Structure (ORCA input):
```
! RIJCOSX wB97M-V def2-TZVPD def2/J DEFGRID3
* xyz 2 2
V 0.2576 -0.3887 -0.1108
O 4.4061 3.3797 -0.2573
C 4.8649 2.1515 -0.0332
C 6.2483 1.9948 0.0832
C 6.8052 0.7530 0.2799
C 5.9940 -0.3811 0.3877
C 4.6332 -0.2493 0.2914
C 4.0384 1.0082 0.0742
C 2.6060 1.0803 -0.0826
O 1.8254 -0.0045 -0.0237
N 1.9864 2.1791 -0.3356
N 0.6487 2.0856 -0.6486
C 0.1785 3.3054 -0.7757
S -1.3155 3.6956 -1.5460
C -0.9421 5.4728 -1.7532
C -0.1236 5.9138 -0.5668
S 1.1671 4.6621 -0.2953
H 3.4403 3.3650 -0.3712
H 6.8575 2.8845 0.0041
H 7.8801 0.6546 0.3433
H 6.4373 -1.3545 0.5418
H 3.9903 -1.1180 0.3727
H -1.8916 6.0012 -1.8162
H -0.3985 5.5878 -2.6901
H -0.7235 5.9883 0.3392
H 0.3736 6.8645 -0.7512
F 0.8032 -0.3656 2.6060
C -0.0237 0.3209 1.7633
F -1.2995 0.0102 2.1671
H 0.1215 1.3885 1.9499
C -5.1910 2.6311 1.5560
Te -3.6558 1.2762 0.9186
C -4.3528 1.3333 -1.1148
H -6.1637 2.2027 1.3339
H -5.0815 3.5874 1.0494
H -5.0913 2.7764 2.6283
H -4.6822 2.3412 -1.3543
H -5.1806 0.6422 -1.2536
H -3.5312 1.0644 -1.7756
O -1.3889 -0.8642 -0.4576
S -2.8415 -1.4539 -0.4944
C -2.6532 -3.0250 -1.4046
C -3.7641 -3.8589 -0.7892
C -3.6140 -3.7463 0.7370
C -3.0167 -2.3715 1.0695
H -1.6582 -3.4198 -1.1909
H -2.7756 -2.8444 -2.4708
H -3.7102 -4.8948 -1.1176
H -4.7317 -3.4646 -1.1081
H -2.9597 -4.5322 1.1110
H -4.5825 -3.8703 1.2150
H -2.0138 -2.4256 1.4903
H -3.6409 -1.7767 1.7319
Br 2.8327 -6.5406 -0.1018
C 2.0583 -4.8374 -0.0051
C 1.8046 -4.2380 1.2242
C 1.1989 -2.9979 1.2498
N 0.8539 -2.3420 0.1354
C 1.1276 -2.9115 -1.0513
C 1.7169 -4.1492 -1.1692
H 2.0780 -4.7226 2.1502
H 0.9841 -2.5236 2.1972
H 0.8667 -2.3501 -1.9448
H 1.9138 -4.5796 -2.1405
*
```


# 3
# C22H28Cl4N2O4Yb

A structure of composition C22H28Cl4N2O4Yb at a distorted geometry (the ωB97M-V functional and the def2-TZVPD basis, OMol25).

* strongest force on any atom: 0.08011 Eh/bohr
* DFT total energy: -4265.06588 Eh
* energy above the lowest of the compared OMol25 structures with the same formula, charge and spin: 4.176 eV
* HOMO level (alpha / beta): -2.37 / -2.17 eV
* gap between HOMO and LUMO (alpha / beta): 4.98 / 4.76 eV
* M: 699.3 Da

Structure (ORCA input):
```
! RIJCOSX wB97M-V def2-TZVPD def2/J DEFGRID3
* xyz -1 2
Yb 0.9903 -0.4689 -0.8394
Cl -0.9447 0.3663 0.7156
N -1.2998 -1.6757 -0.9857
N 1.8951 1.3801 0.6112
C -1.4689 -1.8542 -2.2555
C 1.8595 2.5547 0.0500
C -2.1715 -2.6738 -0.2776
C -2.3434 -3.7215 -1.3681
C -3.5052 -2.0525 0.0871
C -1.5425 -3.2194 0.9807
H -4.0795 -1.8102 -0.8185
H -3.3311 -1.1484 0.6766
H -4.0663 -2.7895 0.6781
H -0.5607 -3.6450 0.7721
H -2.1998 -4.0121 1.3674
H -1.4462 -2.4350 1.7350
C 2.1777 1.5701 2.0677
C 2.5710 3.0413 2.1298
C 3.2784 0.6136 2.4992
C 0.9683 1.3591 2.9633
H 0.1320 1.9827 2.6286
H 1.2496 1.6447 3.9895
H 0.6386 0.3159 2.9470
H 4.1840 0.7931 1.9109
H 2.9565 -0.4252 2.3531
H 3.4957 0.7759 3.5628
O 2.1524 3.5910 0.8358
H 3.6556 3.1859 2.2158
H 2.0486 3.6308 2.8952
O -2.0826 -2.9807 -2.6238
H -3.3532 -4.1480 -1.4577
H -1.5784 -4.5037 -1.3037
C -1.0035 -0.8976 -3.3104
C 1.5504 2.8336 -1.3964
C 0.1711 2.3694 -1.7936
H 2.2937 2.2739 -1.9770
H 1.6819 3.9057 -1.5619
C -0.0127 1.0894 -2.1902
C -1.1021 0.5078 -2.7663
H 2.8767 -2.3389 0.0253
C -2.2901 1.2979 -2.7352
C -2.2026 2.5757 -2.1852
C -3.5788 0.6885 -3.1637
C -1.0182 3.1517 -1.7248
H -3.1224 3.1679 -2.1278
C -0.9724 4.5016 -1.0902
H -1.9091 5.0269 -1.2724
H -0.1454 5.0941 -1.4835
H -0.8312 4.3938 -0.0066
H -3.4632 0.0830 -4.0596
H -4.3115 1.4767 -3.3573
H -3.9820 0.0525 -2.3648
H -1.6110 -1.0545 -4.2033
H 0.0508 -1.1436 -3.5349
Cl 4.4376 -3.5525 -1.4699
C 4.1748 -2.3715 -0.2182
Cl 4.9715 -2.8079 1.2697
Cl 4.6477 -0.7720 -0.7566
C 1.6471 -2.5730 0.0189
O 1.1998 -2.9816 -1.0575
O 1.1181 -2.0548 1.0157
*
```